(1)
The following is a DFT calculation (ωB97M-V with the def2-TZVPD basis set) of C6H4CrN2O6 as an isolated structure.

Results
HOMO-LUMO gap (spin up / spin down): 8.8 / 6.5 eV
HOMO level (spin up / spin down): -18.01 / -18.02 eV
spin multiplicity: 5
energy relative to the best compared isomer or geometry (same formula, charge and spin): 2.45 kcal/mol
charge: +2
LUMO (spin up / spin down): -0.3369 / -0.4225 Ha
DFT total energy: -1835.762125 a.u.
⟨S²⟩: 6.018

Last column: Löwdin charge in e.
CARTESIAN COORDINATES (ANGSTROEM)
O 2.532 -1.721 -5.227  0.0222
C 2.050 -1.394 -4.233  -0.0069
Cr -0.040 0.027 0.082  0.5723
O -1.121 2.884 -0.268  0.2456
C -0.621 1.825 -0.396  0.0348
C 0.257 -1.577 1.148  0.0349
O 0.238 -2.284 2.091  0.2456
C 1.460 0.848 1.093  0.0594
O 2.023 1.373 1.995  0.2168
C -1.940 -0.521 -0.102  0.0593
O -3.082 -0.654 0.190  0.2169
N -2.694 1.119 2.836  0.2594
C -1.373 0.933 2.835  -0.5363
N -0.559 1.092 3.879  0.2592
O -0.845 0.575 1.746  -0.2635
H -3.257 1.445 3.595  0.1476
H -3.089 0.910 1.881  0.1424
H 0.436 0.892 3.596  0.1428
H -0.819 1.324 4.817  0.1476

Forces on the atoms, in the same order (eV/Å):
-1.57 1.07 3.24
1.54 -1.05 -3.19
1.11 -0.75 -2.28
3.03 -6.22 -1.01
-3.65 8.77 -0.13
0.39 -6.55 6.87
0.24 4.00 -5.73
5.44 4.12 6.30
-3.28 -3.29 -5.82
-9.06 -1.66 1.17
7.11 0.69 -2.09
0.45 -0.66 -2.24
-0.96 0.66 2.02
1.48 -0.65 -1.74
-0.27 0.18 0.54
-0.21 0.10 0.29
-0.06 0.63 2.10
-1.64 0.52 1.38
-0.09 0.11 0.34

---

(2)
The following is a DFT calculation (ωB97M-V with the def2-TZVPD basis set) of an isolated ion of composition C6H4F3O2 and charge -1.

Results
HOMO-LUMO gap: 7.5 eV
HOMO level: -3.66 eV
spin multiplicity: 1
charge: -1
SMILES string: O=C1C(F)=C([O-])CCC1(F)F
LUMO: 0.1410 Ha
DFT total energy: -681.155908 a.u.

Last column: Löwdin charge in e.
CARTESIAN COORDINATES (ANGSTROEM)
C -0.716 -1.116 -0.863  -0.2326
C -0.977 -1.216 0.493  -0.3062
C -0.021 -0.114 -1.574  -0.4192
C 0.546 1.096 -0.751  -0.1220
C 0.897 0.571 0.639  -0.1488
C -0.327 0.039 1.344  -0.4748
O -1.489 -2.206 1.037  -0.0036
O 0.104 -0.144 -2.792  -0.0067
F -1.051 -2.202 -1.593  0.0413
F 0.041 -0.445 2.542  0.0724
F -1.191 1.055 1.624  0.0665
H 1.468 1.620 -1.078  0.1138
H -0.398 1.751 -0.566  0.1410
H 1.763 -0.168 0.413  0.1581
H 1.353 1.479 1.124  0.1208

Forces on the atoms, in the same order (eV/Å):
0.36 0.32 0.27
0.66 0.44 0.77
0.49 1.25 -0.03
-2.39 -0.41 1.00
2.09 0.82 -0.92
0.37 -1.95 -1.15
0.07 1.02 0.44
0.37 0.08 -0.75
-0.40 -0.43 -0.52
0.17 -0.42 1.08
-0.41 0.27 -0.25
-1.07 -0.30 -0.75
1.90 -0.36 -0.78
-1.70 0.71 1.15
-0.51 -1.05 0.45

---

(3)
The following is a DFT calculation (ωB97M-V with the def2-TZVPD basis set) of C6H4F6N2NaOS2Sb as an isolated structure.

Results
HOMO-LUMO gap (spin up / spin down): 7.0 / 4.6 eV
HOMO level (spin up / spin down): -4.76 / -4.69 eV
spin multiplicity: 2
energy relative to the best compared isomer or geometry (same formula, charge and spin): 13.42 kcal/mol
charge: -1
LUMO (spin up / spin down): 0.0825 / -0.0037 Ha
DFT total energy: -2214.142683 a.u.
⟨S²⟩: 0.815

Last column: Löwdin charge in e.
CARTESIAN COORDINATES (ANGSTROEM)
Na 0.257 0.723 0.475  0.3425
O 1.288 -0.924 0.913  -0.1398
N 2.146 -1.791 0.597  -0.1914
C 3.118 -2.113 1.483  -0.0063
C 4.069 -3.059 1.202  -0.0444
C 4.040 -3.723 -0.028  -0.0778
C 3.051 -3.410 -0.926  -0.0925
C 2.082 -2.433 -0.635  -0.6388
S 0.850 -2.021 -1.719  0.8292
H 3.074 -1.564 2.410  0.1408
H 4.830 -3.275 1.936  0.1085
H 4.782 -4.472 -0.269  0.1037
H 2.980 -3.897 -1.887  0.1013
S -2.180 -3.151 0.495  0.3842
C -1.856 -1.574 0.723  -1.0446
N -1.576 -0.445 0.849  -0.0105
F 0.491 1.930 -1.012  -0.3774
Sb 2.220 2.752 -0.781  1.3929
F 1.624 3.210 0.965  -0.3546
F 1.489 4.348 -1.470  -0.3600
F 3.866 3.644 -0.516  -0.3658
F 2.678 2.151 -2.505  -0.3555
F 3.005 1.181 -0.059  -0.3439

Forces on the atoms, in the same order (eV/Å):
-1.00 -0.17 1.08
0.91 -1.08 0.43
-0.25 0.12 -0.02
0.50 -0.16 0.35
-0.20 0.12 -0.09
-0.02 -0.09 -0.23
0.28 -0.09 0.30
-0.54 0.09 -0.60
0.20 -0.06 0.27
-0.07 0.05 -0.05
-0.02 0.03 0.05
0.00 0.01 0.01
-0.03 0.00 -0.01
-0.06 -0.73 -0.12
0.31 0.96 0.00
-0.58 -0.27 0.16
0.58 0.84 -1.03
0.51 0.96 -0.43
-0.04 -0.27 -0.05
0.00 -0.08 0.01
-0.12 -0.10 -0.04
0.05 0.03 0.02
-0.42 -0.10 0.01

---

(4)
The following is a DFT calculation (ωB97M-V with the def2-TZVPD basis set) of one molecule with the formula C6H4N2O.

Results
HOMO-LUMO gap (spin up / spin down): 7.2 / 6.9 eV
HOMO level (spin up / spin down): -8.58 / -8.60 eV
spin multiplicity: 1
energy relative to the best compared isomer or geometry (same formula, charge and spin): 135.79 kcal/mol
charge: 0
SMILES string: OC=C=C=C1N=CC=N1
LUMO (spin up / spin down): -0.0506 / -0.0626 Ha
DFT total energy: -415.551764 a.u.

Last column: Löwdin charge in e.
CARTESIAN COORDINATES (ANGSTROEM)
C 2.632 -1.438 -0.688  -0.0830
C 1.511 -0.718 -0.785  -0.0409
C -2.217 1.298 -0.585  -0.0937
C -2.036 1.533 0.921  -0.1257
C -0.389 0.393 0.328  -0.2644
C 0.764 -0.042 -0.170  -0.0021
N -1.160 0.635 -0.948  0.0878
N -1.047 0.908 1.446  0.0971
O 2.684 -2.220 0.565  -0.0657
H 3.145 -1.987 -1.666  0.1715
H -3.145 1.383 -1.126  0.0948
H -2.746 1.866 1.641  0.0882
H 2.003 -1.610 1.069  0.1361

Forces on the atoms, in the same order (eV/Å):
0.02 -4.76 -1.50
6.62 -3.19 -2.92
1.71 -0.90 2.89
-2.03 -0.88 -0.72
-1.92 1.81 -3.26
-5.15 2.83 5.04
-0.77 0.63 1.01
2.09 -0.51 -1.20
-0.97 4.07 -1.38
-0.98 1.60 3.11
0.20 0.51 -0.38
-0.71 0.92 0.04
1.89 -2.15 -0.71

---

(5)
The following is a DFT calculation (ωB97M-V with the def2-TZVPD basis set) of one molecule with the formula C6H4N2O2.

Results
HOMO-LUMO gap: 10.0 eV
HOMO level: -9.80 eV
spin multiplicity: 1
energy relative to the best compared isomer or geometry (same formula, charge and spin): 57.70 kcal/mol
charge: 0
SMILES string: N#C[C@H](C=O)c1ncco1
LUMO: 0.0077 Ha
DFT total energy: -490.946154 a.u.

Last column: Löwdin charge in e.
CARTESIAN COORDINATES (ANGSTROEM)
C 2.032 1.018 0.920  -0.1890
C -2.429 0.200 0.080  -0.1116
C -1.851 0.387 -1.186  -0.0926
C -0.348 0.123 0.258  -0.2584
C 1.684 -1.031 -0.329  -0.2326
C 1.209 -0.182 0.813  -0.1300
N 2.843 1.837 0.942  0.1711
N -1.428 -0.048 0.943  0.1222
O 1.485 -2.224 -0.278  0.0975
O -0.518 0.251 -1.092  0.0550
H -3.429 0.060 0.492  0.1146
H -2.403 0.681 -2.176  0.1596
H 2.001 -0.364 -1.147  0.1418
H 1.151 -0.706 1.761  0.1525

Forces on the atoms, in the same order (eV/Å):
0.64 0.44 0.05
-0.05 -0.37 -2.26
-4.10 0.36 -0.66
2.81 -1.67 1.61
-0.79 -1.29 0.73
-2.92 1.25 -0.92
-0.67 -0.34 0.01
2.19 0.74 0.69
0.90 1.12 -0.87
-0.10 1.07 1.23
0.11 0.49 -0.93
1.76 -0.83 1.99
0.47 -0.87 -0.60
-0.24 -0.09 -0.07

---

(6)
The following is a DFT calculation (ωB97M-V with the def2-TZVPD basis set) of an isolated ion of composition C6H4N3O2 and charge -1.

Results
HOMO-LUMO gap: 7.4 eV
HOMO level: -3.98 eV
spin multiplicity: 1
energy relative to the best compared isomer or geometry (same formula, charge and spin): 90.31 kcal/mol
charge: -1
LUMO: 0.1264 Ha
DFT total energy: -545.700724 a.u.

Last column: Löwdin charge in e.
CARTESIAN COORDINATES (ANGSTROEM)
C 4.580 0.609 -0.164  -0.2966
C 1.140 1.418 0.219  -0.1797
C 3.311 0.874 0.114  -0.1582
C 1.935 -0.765 -0.258  0.1335
C 1.930 -2.289 -0.130  -0.7757
C -0.394 -0.457 0.291  -0.0378
N 5.686 0.276 -0.395  0.0963
N 2.416 1.760 0.275  0.0295
N 0.926 0.058 -0.149  -0.1322
O 2.206 -2.877 -1.165  -0.0080
O 1.479 -2.677 0.943  -0.0301
H 0.241 1.953 0.354  0.0810
H -0.197 -1.437 0.954  0.1224
H -0.856 0.275 0.859  0.0306
H -1.020 -0.924 -0.598  0.1251

Forces on the atoms, in the same order (eV/Å):
4.20 -0.73 -0.83
2.23 -0.92 -0.88
-4.74 -3.49 -0.45
2.45 3.91 0.82
-1.05 0.80 -1.25
0.32 -4.98 -1.66
-1.59 0.64 0.37
-1.78 1.09 0.25
-0.18 -1.54 1.53
0.65 -0.59 -0.74
-0.02 -0.45 1.53
-0.17 1.08 0.17
-0.18 2.35 -1.24
-1.28 1.30 0.75
1.14 1.53 1.63